Formula: C30H25N8O10RuS2
Source: the Open Molecules 2025 dataset
Level of theory: wB97M-V/def2-TZVPD

ORCA input file:
```
! wB97M-V def2-TZVPD RIJCOSX def2/J DEFGRID3
* xyz 0 2
Ru 0.025 1.161 -0.134
C 2.630 -1.364 1.538
C 2.745 0.116 1.608
N 1.807 0.982 1.287
C 2.344 2.235 1.447
C 3.620 2.129 1.909
N 3.850 0.782 2.001
C 4.693 3.081 2.294
O 4.398 4.361 2.242
O 5.766 2.648 2.646
C 1.533 3.410 1.072
O 1.921 4.551 1.328
O 0.428 3.115 0.491
H 1.579 -1.641 1.472
H 3.081 -1.838 2.410
H 3.132 -1.726 0.640
H 4.735 0.399 2.299
H 3.459 4.516 1.916
O 3.388 0.946 -5.148
C 2.641 2.034 -5.105
O 2.636 2.862 -5.983
C 1.773 2.211 -3.906
C 0.888 3.253 -3.750
N 0.283 3.089 -2.563
N 0.729 1.993 -1.942
C 1.635 1.451 -2.730
C 2.262 0.200 -2.215
O 3.046 -0.434 -2.935
O 1.917 -0.083 -1.031
H 3.279 0.368 -4.334
H 0.674 4.078 -4.408
H -0.403 3.674 -2.116
O -2.398 -1.739 -2.120
S -0.991 -1.358 -2.020
O -0.511 -0.420 -2.984
N -0.728 -0.748 -0.541
C -1.251 -1.416 0.568
C -1.738 -2.702 0.638
C -2.247 -3.217 1.853
C -2.298 -2.475 2.991
C -1.834 -1.143 2.962
C -1.878 -0.265 4.070
C -1.426 1.005 3.937
C -0.901 1.434 2.698
N -0.841 0.648 1.664
C -1.302 -0.633 1.760
C -0.091 -2.872 -2.152
C -0.678 -3.913 -2.866
C 0.014 -5.106 -2.998
C 1.271 -5.247 -2.422
C 1.841 -4.200 -1.711
C 1.160 -3.000 -1.566
H -1.733 -3.323 -0.243
H -2.611 -4.237 1.875
H -2.677 -2.891 3.916
H -2.276 -0.613 5.017
H -1.453 1.696 4.770
H -0.524 2.438 2.551
H -1.657 -3.777 -3.306
H -0.426 -5.926 -3.550
H 1.813 -6.178 -2.538
H 2.824 -4.314 -1.272
H 1.596 -2.159 -1.041
C -3.900 2.675 1.863
N -4.031 1.414 1.143
C -4.884 0.379 1.484
C -4.719 -0.587 0.556
N -3.786 -0.123 -0.339
C -3.347 1.085 0.028
S -2.210 2.085 -0.787
H -4.090 2.499 2.918
H -4.607 3.408 1.479
H -2.893 3.056 1.724
H -5.531 0.430 2.342
H -5.181 -1.553 0.455
H -3.365 -0.675 -1.106
*
```

Calculated values
E_LUMO (spin up / spin down) ... -0.88 / -0.96 eV
E_tot ... -88169.4884 eV
Frontier orbital gap (spin up / spin down) ... 7.62 / 7.47 eV
Highest occupied orbital energy (spin up / spin down) ... -8.50 / -8.44 eV
Energy above the lowest of the compared OMol25 structures with the same formula, charge and spin ... 0.00 kJ/mol

List of Mulliken charges in e, atom by atom: 0.23, -1.08, 0.14, 0.69, -0.85, 0.37, -0.08, 0.51, -0.56, -0.62, 0.99, -0.88, -0.44, 0.00, 0.53, 0.21, 0.27, 0.41, -0.55, 0.36, -0.63, 0.18, -0.47, -0.53, 1.22, -0.80, 1.03, -0.96, -0.27, 0.42, 0.54, 0.13, -1.04, 1.47, -0.81, 1.34, -0.11, -0.56, -0.98, -1.06, 1.08, -1.02, -1.17, -0.62, 1.57, -0.33, -0.02, -0.45, -0.68, -0.52, -1.00, 0.69, 0.43, 0.38, 0.43, 0.46, 0.50, 0.49, 0.51, 0.40, 0.39, 0.44, -0.30, -0.86, 0.37, -0.32, -0.81, 0.30, 0.12, -0.40, 0.37, 0.29, 0.26, 0.51, 0.49, 0.29

***

Formula: C30H25N9O11P2SSr
Source: the Open Molecules 2025 dataset
Level of theory: wB97M-V/def2-TZVPD

ORCA input file:
```
! wB97M-V def2-TZVPD RIJCOSX def2/J DEFGRID3
* xyz -2 1
Sr 0.961 0.710 -1.128
O 1.543 -4.228 2.403
C 1.311 -3.402 3.450
C 1.178 -3.955 4.700
C 0.961 -3.164 5.843
C 0.934 -1.787 5.697
C 1.063 -1.202 4.445
C 1.190 -1.976 3.248
C 1.241 -1.487 1.931
O 0.812 -0.135 1.585
N 1.798 -2.130 0.923
N 1.865 -1.575 -0.327
C 2.784 -2.162 -1.040
C 3.152 -1.951 -2.442
C 4.293 -2.630 -2.881
C 4.755 -2.556 -4.184
C 4.032 -1.782 -5.097
C 2.901 -1.099 -4.704
C 2.433 -1.126 -3.364
O 1.396 -0.468 -3.009
H 1.716 -3.649 1.611
H 1.256 -5.033 4.772
H 0.850 -3.626 6.816
H 0.836 -1.147 6.567
H 1.132 -0.127 4.409
H 3.370 -2.921 -0.518
H 4.830 -3.235 -2.156
H 5.650 -3.086 -4.484
H 4.361 -1.717 -6.130
H 2.333 -0.497 -5.403
S -7.005 0.042 -4.366
N -6.467 0.967 -3.085
C -5.208 0.515 -2.847
C -4.343 1.006 -1.820
C -4.750 2.019 -0.931
C -3.880 2.456 0.032
C -2.599 1.886 0.094
N -2.186 0.926 -0.713
C -3.040 0.478 -1.652
C -2.600 -0.620 -2.510
N -1.379 -1.147 -2.286
C -0.980 -2.145 -3.039
C -1.760 -2.685 -4.076
C -3.000 -2.156 -4.312
C -3.461 -1.097 -3.512
C -4.777 -0.522 -3.691
N -5.662 -0.924 -4.613
H -5.745 2.430 -1.042
H -4.155 3.244 0.724
H -1.861 2.269 0.790
H 0.007 -2.538 -2.829
H -1.367 -3.498 -4.673
H -3.646 -2.527 -5.098
O 0.280 4.847 0.459
P 0.860 3.598 -0.400
O 0.650 3.788 -1.847
O 0.346 2.358 0.277
O 2.457 3.698 -0.022
P 3.328 2.312 -0.188
O 4.833 2.863 -0.287
O 3.188 1.515 1.061
O 2.945 1.687 -1.497
H 0.260 5.618 -0.110
H 5.070 2.933 -1.214
C -1.124 3.546 3.828
N -0.930 2.140 3.535
C -2.053 1.236 3.311
C -1.439 0.061 2.561
O -1.946 -0.963 2.203
N -0.096 0.466 2.374
C 0.173 1.666 2.925
N 1.394 2.171 2.961
H -1.910 3.635 4.576
H -1.398 4.106 2.931
H -0.215 3.970 4.250
H -2.820 1.691 2.678
H -2.493 0.895 4.249
H 2.106 1.750 2.304
H 1.467 3.176 3.003
*
```

Calculated values
E_LUMO (spin up / spin down) ... 3.51 / 3.51 eV
E_tot ... -97708.5025 eV
Frontier orbital gap (spin up / spin down) ... 3.58 / 3.56 eV
Highest occupied orbital energy (spin up / spin down) ... -0.07 / -0.05 eV
Energy above the lowest of the compared OMol25 structures with the same formula, charge and spin ... 744.46 kJ/mol

List of Mulliken charges in e, atom by atom: 1.73, -0.71, -0.21, -0.56, -0.53, -0.96, 0.02, 0.62, 0.03, 0.62, -1.36, 1.07, -1.05, 1.08, -0.76, -0.70, -0.40, -0.86, 0.25, -0.68, 0.46, 0.38, 0.35, 0.40, 0.47, 0.20, 0.32, 0.37, 0.34, 0.40, -0.14, -0.86, 0.71, 0.52, -0.92, -1.51, -0.94, 0.81, -0.46, -0.35, -0.08, -0.09, -1.11, -0.58, 0.55, 0.82, -0.86, 0.48, 0.47, 1.16, 0.37, 0.40, 0.49, -0.58, 0.08, -0.71, 0.34, -0.33, 0.85, -0.59, -0.73, -0.76, 0.32, 0.31, -1.06, 0.10, -0.73, 0.12, -0.60, 1.50, -1.29, -0.02, 0.41, 0.30, 0.36, 0.35, 0.41, 0.31, 0.41

***

Formula: C30H26AgF7N4O4S2
Source: the Open Molecules 2025 dataset
Level of theory: wB97M-V/def2-TZVPD

ORCA input file:
```
! wB97M-V def2-TZVPD RIJCOSX def2/J DEFGRID3
* xyz -2 1
Ag 0.988 -0.515 -1.252
C -3.039 -0.301 -1.904
C -3.962 0.652 -1.203
C -5.042 1.225 -1.868
C -5.950 2.051 -1.220
C -5.789 2.327 0.128
C -4.703 1.794 0.806
C -3.789 0.968 0.157
N -2.696 0.430 0.876
C -1.376 0.904 0.746
N -1.197 1.771 -0.288
C 0.023 2.381 -0.733
C 1.110 1.611 -1.186
C 2.174 2.377 -1.689
C 2.166 3.764 -1.749
C 1.060 4.469 -1.300
C -0.029 3.782 -0.782
C -1.232 4.540 -0.282
N -0.451 0.561 1.555
C -0.785 -0.234 2.655
C -0.573 -1.613 2.640
C -0.877 -2.379 3.753
C -1.392 -1.783 4.897
C -1.588 -0.409 4.920
C -1.290 0.381 3.815
C -1.470 1.873 3.843
H -3.407 -0.518 -2.907
H -2.965 -1.235 -1.350
H -2.020 0.082 -1.978
H -5.182 0.995 -2.918
H -6.785 2.473 -1.768
H -6.491 2.967 0.647
H -4.539 2.022 1.853
H -2.893 0.125 1.819
H -2.043 2.193 -0.630
H 3.051 1.864 -2.064
H 3.021 4.298 -2.153
H 1.038 5.554 -1.342
H -1.050 5.615 -0.330
H -1.468 4.276 0.753
H -2.134 4.342 -0.874
H -0.122 -2.051 1.760
H -0.690 -3.446 3.731
H -1.620 -2.380 5.772
H -1.969 0.067 5.819
H -1.774 2.208 4.836
H -2.224 2.207 3.123
H -0.540 2.373 3.561
F 6.467 -0.953 1.878
C 5.164 -0.759 1.632
F 4.534 -0.724 2.814
F 5.028 0.436 1.058
S 4.464 -2.130 0.576
O 3.085 -2.163 0.946
O 5.292 -3.265 0.881
N 4.643 -1.576 -0.882
S 5.894 -1.845 -1.781
O 5.802 -3.024 -2.598
O 7.166 -1.552 -1.170
C 5.647 -0.461 -2.975
F 6.654 -0.492 -3.872
F 5.683 0.728 -2.374
F 4.504 -0.565 -3.649
F -0.362 -6.573 -2.463
C -0.041 -5.267 -2.168
C 1.005 -4.668 -2.834
C 1.313 -3.343 -2.528
C 0.612 -2.580 -1.578
C -0.427 -3.273 -0.935
C -0.767 -4.599 -1.210
H 1.570 -5.231 -3.568
H 2.153 -2.897 -3.050
H -1.000 -2.775 -0.157
H -1.573 -5.106 -0.690
*
```

Calculated values
E_LUMO ... 3.91 eV
E_tot ... -90375.5477 eV
Frontier orbital gap ... 6.27 eV
Highest occupied orbital energy ... -2.36 eV
Energy above the lowest of the compared OMol25 structures with the same formula, charge and spin ... 0.00 kJ/mol

List of Mulliken charges in e, atom by atom: -0.90, -0.99, 1.09, -0.75, -0.57, -0.74, -0.43, -0.23, 0.26, -0.07, 0.80, 0.42, -0.83, 0.05, -0.85, -0.79, 0.76, -1.27, -0.38, -0.74, -0.33, -0.92, -0.50, -0.76, 1.44, -1.18, 0.39, 0.22, 0.11, 0.36, 0.37, 0.37, 0.41, 0.37, 0.19, 0.43, 0.39, 0.26, 0.38, 0.16, 0.29, 0.77, 0.44, 0.36, 0.31, 0.43, 0.07, 0.32, -0.25, 0.63, -0.25, -0.23, 0.87, -0.50, -0.71, -0.19, 0.91, -0.66, -0.66, 0.66, -0.25, -0.22, -0.21, -0.38, 0.68, -0.79, 0.39, -1.11, 0.75, -0.90, 0.41, 0.28, 0.36, 0.40

***

Formula: C30H26AgN3O5S
Source: the Open Molecules 2025 dataset
Level of theory: wB97M-V/def2-TZVPD

ORCA input file:
```
! wB97M-V def2-TZVPD RIJCOSX def2/J DEFGRID3
* xyz 0 1
Ag -1.172 0.389 -0.258
C -0.060 -2.597 3.300
O 1.147 -1.937 2.832
C 0.741 -1.172 1.804
N -0.442 -1.302 1.373
C -1.075 -2.367 2.161
C -2.459 -2.016 2.649
C -2.886 -0.695 2.727
C -4.151 -0.398 3.214
C -4.991 -1.415 3.641
C -4.571 -2.735 3.564
C -3.313 -3.034 3.062
C 1.713 -0.198 1.251
C 3.029 -0.089 1.679
C 3.818 0.889 1.092
C 3.278 1.725 0.124
C 1.949 1.534 -0.229
N 1.202 0.588 0.319
C 1.221 2.374 -1.211
N -0.003 2.214 -1.472
C -0.371 3.203 -2.500
C 0.902 4.072 -2.611
O 1.901 3.360 -1.826
C -0.801 2.489 -3.761
C 0.139 1.939 -4.627
C -0.270 1.231 -5.746
C -1.625 1.062 -6.001
C -2.564 1.597 -5.131
C -2.155 2.309 -4.012
H -0.370 -2.107 4.224
H 0.174 -3.640 3.489
H -1.142 -3.253 1.522
H -2.252 0.107 2.374
H -4.483 0.632 3.236
H -5.980 -1.180 4.014
H -5.228 -3.535 3.880
H -2.997 -4.069 2.982
H 3.410 -0.747 2.446
H 4.850 1.007 1.395
H 3.858 2.507 -0.344
H -1.214 3.781 -2.120
H 0.776 5.057 -2.166
H 1.279 4.172 -3.625
H 1.199 2.052 -4.426
H 0.466 0.807 -6.417
H -1.947 0.508 -6.873
H -3.620 1.452 -5.313
H -2.892 2.695 -3.317
C -8.720 -1.278 1.925
C -7.531 -0.617 1.282
C -7.319 0.754 1.412
C -6.234 1.369 0.808
C -5.339 0.608 0.069
C -5.533 -0.756 -0.073
C -6.627 -1.359 0.531
S -3.914 1.396 -0.639
O -3.068 1.764 0.508
O -4.392 2.529 -1.401
O -3.257 0.351 -1.445
H -9.078 -0.705 2.780
H -8.473 -2.285 2.265
H -9.548 -1.366 1.217
H -8.015 1.348 1.993
H -6.076 2.435 0.906
H -4.824 -1.331 -0.652
H -6.773 -2.428 0.427
*
```

Calculated values
E_LUMO ... -0.44 eV
E_tot ... -61075.3191 eV
Frontier orbital gap ... 7.96 eV
Highest occupied orbital energy ... -8.39 eV

List of natural (NBO) charges in e, atom by atom: 0.88, -0.08, -0.48, 0.54, -0.50, -0.14, 0.04, -0.24, -0.18, -0.21, -0.21, -0.24, 0.13, -0.20, -0.16, -0.20, 0.15, -0.41, 0.52, -0.47, -0.14, -0.09, -0.49, 0.04, -0.24, -0.22, -0.21, -0.18, -0.22, 0.20, 0.20, 0.21, 0.24, 0.23, 0.22, 0.21, 0.20, 0.24, 0.23, 0.24, 0.23, 0.20, 0.20, 0.20, 0.21, 0.21, 0.22, 0.25, -0.63, -0.02, -0.23, -0.17, -0.36, -0.13, -0.23, 2.40, -1.05, -0.99, -1.05, 0.21, 0.21, 0.22, 0.21, 0.23, 0.23, 0.21